Entry 1:
{"formula": "C5H9NO", "method": "the ωB97M-V functional and the def2-TZVPD basis", "elements": ["C", "C", "C", "N", "O", "C", "C", "H", "H", "H", "H", "H", "H", "H", "H", "H"], "coordinates": [[2.027, 0.096, -0.362], [2.901, -0.883, -0.642], [-3.047, -0.831, 0.181], [1.790, 0.580, 0.919], [-1.711, -0.649, -0.265], [-1.295, 0.602, -0.336], [-1.060, 1.779, -0.217], [1.659, 0.709, -1.175], [2.063, -0.055, 1.656], [0.846, 0.915, 1.056], [3.288, -1.018, -1.635], [3.465, -1.373, 0.135], [-3.756, -0.308, -0.467], [-3.243, -1.902, 0.152], [-3.176, -0.443, 1.196], [-0.752, 2.781, -0.196]], "largest_force_ev_per_a": 1.52, "lumo_energy_ev": 0.9, "e_homo_ev": -8.0473}

=====

Entry 2:
{"formula": "C5H9NO", "method": "the ωB97M-V functional and the def2-TZVPD basis", "elements": ["C", "C", "C", "N", "C", "C", "O", "H", "H", "H", "H", "H", "H", "H", "H", "H"], "coordinates": [[-1.432, -0.151, -1.648], [-0.400, -0.520, -0.568], [0.932, 0.183, -0.486], [1.372, -0.412, 0.763], [1.319, 0.533, 1.718], [-0.793, -0.503, 0.882], [-1.488, -1.155, 1.668], [-1.803, 0.872, -1.584], [-2.278, -0.845, -1.679], [-0.909, -0.254, -2.610], [-0.167, -1.583, -0.675], [1.597, -0.021, -1.331], [0.744, 1.273, -0.440], [-0.073, 0.873, 1.760], [1.587, 0.195, 2.728], [1.792, 1.513, 1.502]], "largest_force_ev_per_a": 6.60, "lumo_energy_ev": [-0.5, -0.5], "e_homo_ev": [-7.8108, -7.8135]}

=====

Entry 3:
{"formula": "C5H9NO", "method": "the ωB97M-V functional and the def2-TZVPD basis", "elements": ["C", "C", "C", "C", "O", "C", "N", "H", "H", "H", "H", "H", "H", "H", "H", "H"], "coordinates": [[-1.005, -0.351, 1.204], [-0.190, -0.036, -0.039], [-0.310, -1.122, -1.106], [-0.227, 1.401, -0.601], [1.224, 1.494, -0.490], [1.252, 0.323, 0.230], [2.142, -0.210, 0.936], [-0.972, 0.474, 1.924], [-2.052, -0.553, 0.951], [-0.589, -1.237, 1.692], [0.065, -2.072, -0.708], [-1.354, -1.260, -1.407], [0.280, -0.873, -1.995], [-0.687, 2.135, 0.070], [-0.576, 1.546, -1.627], [2.999, 0.340, 0.966]], "largest_force_ev_per_a": 0.54, "lumo_energy_ev": 0.9, "e_homo_ev": -10.0623}

=====

Entry 4:
{"formula": "C5H9NO", "method": "the ωB97M-V functional and the def2-TZVPD basis", "elements": ["C", "C", "C", "C", "C", "O", "N", "H", "H", "H", "H", "H", "H", "H", "H", "H"], "coordinates": [[0.524, -0.406, -0.084], [0.333, -1.137, 1.223], [1.647, 0.485, -0.131], [-0.965, 0.980, -0.275], [-2.213, 0.644, 0.210], [0.461, -1.312, -1.149], [2.507, 1.058, -0.726], [0.575, -0.821, -1.977], [2.941, 0.596, -1.533], [-0.334, 1.696, 0.316], [-0.916, 1.275, -1.323], [-0.553, -1.772, 1.169], [1.190, -1.775, 1.445], [0.221, -0.417, 2.037], [-2.348, 0.354, 1.245], [-3.069, 0.551, -0.447]], "largest_force_ev_per_a": 3.49, "lumo_energy_ev": [0.6, -0.6], "e_homo_ev": [-7.5302, -6.9591]}

=====

Entry 5:
{"formula": "C5H9NO", "method": "the ωB97M-V functional and the def2-TZVPD basis", "elements": ["C", "C", "C", "C", "H", "H", "H", "H", "H", "H", "H", "H", "N", "C", "O", "H"], "coordinates": [[-0.691, 0.713, 0.886], [-0.345, -0.612, 1.528], [0.294, 1.162, -0.187], [1.561, 0.750, -0.295], [-0.760, 1.513, 1.628], [-1.666, 0.627, 0.395], [0.003, 2.078, -0.689], [-0.279, -1.355, 0.621], [0.578, -0.548, 2.104], [-1.147, -0.957, 2.180], [2.255, 1.233, -0.964], [1.913, -0.152, 0.178], [-0.206, -1.589, -1.285], [-0.404, -0.574, -1.930], [-0.881, 0.258, -2.596], [-0.226, -2.548, -1.574]], "largest_force_ev_per_a": 2.99, "lumo_energy_ev": 0.8, "e_homo_ev": -9.5495}

=====

Entry 6:
{"formula": "C5H9NO", "method": "the ωB97M-V functional and the def2-TZVPD basis", "elements": ["C", "C", "C", "N", "C", "C", "O", "H", "H", "H", "H", "H", "H", "H", "H", "H"], "coordinates": [[2.197, -0.450, 0.201], [1.058, 0.490, -0.151], [-0.058, -0.031, -1.104], [-0.997, 0.168, -0.007], [-2.399, -0.080, 0.205], [-0.062, 0.565, 0.899], [-0.140, 0.822, 2.079], [1.809, -1.447, 0.445], [2.727, -0.074, 1.083], [2.905, -0.545, -0.630], [1.425, 1.487, -0.426], [-0.260, 0.585, -1.989], [0.047, -1.085, -1.397], [-2.854, 0.859, 0.534], [-2.880, -0.414, -0.720], [-2.518, -0.852, 0.976]], "largest_force_ev_per_a": 0.35, "lumo_energy_ev": 0.9, "e_homo_ev": -9.3056}

=====

Entry 7:
{"formula": "C5H9NO", "method": "the ωB97M-V functional and the def2-TZVPD basis", "elements": ["C", "C", "C", "C", "O", "C", "N", "H", "H", "H", "H", "H", "H", "H", "H", "H"], "coordinates": [[1.353, -0.577, 0.260], [-0.015, -0.137, -0.392], [0.105, 1.361, -0.761], [-1.221, -0.268, 0.577], [-0.891, 0.513, 1.711], [-0.031, -1.147, -1.463], [0.197, -2.075, -2.120], [1.299, -0.307, 1.309], [1.614, -1.642, 0.173], [2.156, -0.033, -0.254], [0.759, 1.531, -1.618], [0.544, 1.840, 0.120], [-0.849, 1.871, -0.941], [-2.153, 0.116, 0.122], [-1.394, -1.319, 0.837], [-1.472, 0.273, 2.441]], "largest_force_ev_per_a": 1.37, "lumo_energy_ev": 0.6, "e_homo_ev": -10.8343}

=====

Entry 8:
{"formula": "C5H9NO", "method": "the ωB97M-V functional and the def2-TZVPD basis", "elements": ["C", "O", "C", "C", "C", "C", "N", "H", "H", "H", "H", "H", "H", "H", "H", "H"], "coordinates": [[-1.588, 0.227, 1.712], [-0.545, 1.224, -0.673], [0.391, 0.463, -0.823], [0.534, -0.290, -2.114], [1.434, 0.226, 0.251], [-1.226, -1.023, 1.023], [-0.908, -2.013, 0.511], [-2.674, 0.335, 1.714], [-1.198, 0.186, 2.730], [-1.178, 1.110, 1.212], [1.534, -0.144, -2.535], [-0.228, 0.077, -2.803], [0.382, -1.359, -1.932], [1.407, -0.821, 0.567], [1.260, 0.868, 1.118], [2.435, 0.418, -0.146]], "largest_force_ev_per_a": 1.34, "lumo_energy_ev": 0.9, "e_homo_ev": -9.8098}